1.
The following is a quantum chemistry calculation of an isolated molecule of C20H22ClFN2O3S, from the Open Molecules 2025 dataset.

```
50
Properties=species:S:1:pos:R:3:forces:R:3
C -0.5336 -4.8393 -3.3431 -0.6397 0.4027 -0.1644
S 1.0896 -4.9458 -2.5897 2.3172 -0.1233 -1.5427
O 1.3836 -6.1452 -1.7917 -1.4082 1.7835 -0.6413
O 1.9723 -4.7563 -3.7603 -0.7779 0.4845 1.8443
C 1.0726 -3.4646 -1.5131 0.9293 1.3466 -0.0628
C 1.6948 -2.2361 -1.9460 -1.1447 -1.9053 1.4946
C 1.7910 -1.1770 -1.0522 0.6773 1.6487 -1.8419
C 1.2871 -1.2435 0.2350 -0.0909 -1.6697 -0.4710
O 1.5250 -0.2871 1.1371 0.1409 0.6519 0.1691
C 0.3702 0.4557 1.5129 -0.0311 -0.1234 -0.1030
C 0.6358 0.9436 2.8995 -0.3109 1.7583 -0.6181
C 1.1437 0.2611 3.9781 0.7774 -2.1716 0.1226
C 1.3254 0.9777 5.1142 0.5758 0.6144 0.8738
F 1.8893 0.2961 6.1700 -0.4338 0.9914 -0.5294
C 1.0722 2.3698 5.2048 -0.0645 -2.2386 0.7141
C 0.4710 3.0456 4.1847 1.5708 -0.6218 -0.8333
Cl 0.3422 4.8000 4.5764 -0.3795 -1.1764 -1.2373
C 0.4015 2.3124 2.9423 -1.1425 2.0268 1.2649
C -0.0767 2.9283 1.6467 0.9436 -2.0761 0.8160
C 0.2573 1.7223 0.6291 -2.6879 1.7899 0.1733
N -0.8142 1.7556 -0.3853 -0.8037 -0.2839 -0.6942
C -0.9893 3.0576 -1.0618 -1.4315 -1.8491 -0.9588
C -2.2908 3.0302 -1.9077 0.9964 -0.1229 -0.6564
N -2.1297 1.9130 -2.8820 -1.1912 2.6390 -1.0380
C -2.1959 0.6968 -2.1918 -0.7340 -2.2955 -0.3852
C -0.9735 0.5918 -1.3422 1.6096 1.7277 -0.1080
C 0.6347 -2.3996 0.6515 0.9541 -0.1197 -2.6120
C 0.5537 -3.4934 -0.2162 0.7751 0.6004 -0.2054
H -0.5077 -5.0713 -4.4258 0.5257 -0.1279 0.7299
H -1.0830 -5.6198 -2.8241 -0.7579 0.3775 0.0461
H -0.9290 -3.7753 -3.2799 0.3933 -1.5252 0.4302
H 2.1248 -2.1932 -2.9128 0.2866 0.1340 -0.8027
H 2.2235 -0.2039 -1.4836 -0.4690 -1.5556 1.1280
H -0.5298 -0.2094 1.4943 0.5157 0.5781 -0.1678
H 1.5462 -0.8051 3.9744 -0.9377 1.4972 -0.2398
H 1.3548 2.8595 6.0934 0.1395 0.4757 0.9923
H 0.4536 3.8470 1.4805 0.2922 0.3963 -0.4401
H -1.1208 3.1686 1.8342 -0.3120 -0.1961 -0.8135
H 1.2089 1.9230 0.1776 0.9510 -0.0252 -0.1231
H -1.1465 3.9112 -0.4726 0.3370 0.8084 1.7070
H -0.1737 3.2485 -1.7325 0.6563 0.2513 -0.5828
H -3.2067 2.9414 -1.2918 0.4238 -0.2381 0.0411
H -2.3609 4.0198 -2.4038 0.0815 -0.6846 -0.1202
H -2.8301 1.9997 -3.6297 0.4097 -0.2057 0.5391
H -3.1170 0.5505 -1.6104 -0.0914 0.1509 0.2015
H -2.1657 -0.1745 -2.9270 0.0102 1.0060 0.8061
H -0.1659 0.5096 -2.1833 -0.5608 -0.0481 1.9899
H -1.0908 -0.2046 -0.6479 0.4784 -1.3532 -0.0629
H 0.3352 -2.4914 1.6370 -0.6547 -0.1937 1.8269
H 0.2712 -4.3998 0.2344 -0.7131 -1.2105 0.1451
```
Positions in Å, forces in eV/Å.

The calculation puts the frontier orbital gap at 9.04 eV. As for the SMILES: CS(=O)(=O)c1ccc(O[C@H]2c3cc(F)cc(Cl)c3C[C@@H]2N2CCNCC2)cc1. For the total energy, the calculation gives -56291.6585 eV. The calculation puts the LUMO energy at 0.304 eV. The charge is 0.

=====

2.
The following is a quantum chemistry calculation of a structure of composition C20H22ClIN5O5RuS3Se, from the Open Molecules 2025 dataset.

```
59
Properties=species:S:1:pos:R:3:forces:R:3
Ru -1.0283 1.5050 1.1266 0.1001 -0.0304 -0.2167
Cl 2.9309 7.0466 0.3769 0.0069 0.0128 -0.0008
C 2.2614 5.4553 0.3199 -0.0085 -0.0270 -0.0033
C 2.9674 4.4432 -0.2649 -0.0097 0.0127 0.0116
C 2.4467 3.1316 -0.3194 -0.0171 0.0389 -0.0051
I 3.5504 1.6205 -1.2142 -0.0081 -0.0121 0.0049
C 1.2143 2.8533 0.2117 0.0075 0.0260 -0.0353
O 0.6501 1.6377 0.1950 -0.0390 -0.0524 0.0592
C 0.4842 3.9057 0.8129 0.0487 0.0353 -0.0257
N -0.7290 3.5515 1.3288 0.0130 -0.0520 0.0235
C -1.4525 4.4634 1.9409 -0.0305 -0.0244 0.0114
C -1.0307 5.7968 2.0590 0.0278 0.0126 -0.0186
C 0.1761 6.1744 1.5365 -0.0210 -0.0205 0.0076
C 0.9829 5.2148 0.8886 0.0084 0.0030 -0.0086
H 3.9414 4.6474 -0.6868 0.0001 0.0048 -0.0027
H -2.3942 4.1345 2.3595 0.0072 0.0030 0.0056
H -1.6648 6.5054 2.5712 -0.0016 0.0007 0.0028
H 0.5250 7.1942 1.6213 -0.0017 0.0037 -0.0001
Se -0.9136 1.2592 3.3255 -0.0627 0.0187 0.1353
S -3.3833 1.8154 0.8882 0.0090 0.0620 0.0780
C -3.5313 2.0336 -0.7739 -0.0338 -0.0087 -0.0234
N -4.6825 2.2776 -1.3794 0.0245 -0.0406 0.0091
C -4.6201 2.6154 -2.8013 -0.0012 0.0406 0.0040
C -3.3358 1.9752 -3.3159 0.0036 -0.0493 0.0030
S -2.2055 1.9562 -1.8807 0.0071 0.0645 0.0166
H -5.5215 2.4187 -0.8351 -0.0097 -0.0267 -0.0100
H -4.6003 3.7012 -2.9162 0.0107 -0.0059 -0.0056
H -5.4928 2.2193 -3.3163 -0.0017 0.0079 0.0007
H -2.8843 2.5475 -4.1210 0.0063 -0.0001 0.0038
H -3.4891 0.9475 -3.6384 -0.0092 0.0043 -0.0018
C 4.7778 -5.9590 0.0393 0.0176 -0.0014 0.0132
C 3.7576 -4.8355 -0.0850 -0.0311 -0.0076 0.0110
S 2.1900 -5.5096 -0.5992 -0.0004 0.0748 -0.0052
O 1.7036 -6.3691 0.4479 -0.0198 -0.0296 0.0050
O 2.3226 -5.9888 -1.9452 0.0221 0.0096 -0.0226
C 1.0976 -4.0808 -0.6509 0.0209 -0.0293 -0.0003
C 0.3580 -3.9011 0.6652 -0.0198 -0.0073 0.0487
N -0.4795 -2.6926 0.6254 0.0267 0.0260 -0.0683
C -0.0735 -1.4480 0.9522 0.0016 -0.0296 0.0378
N -1.0716 -0.5759 0.7882 -0.0370 0.0233 -0.0123
C -2.1473 -1.2754 0.3319 0.0186 -0.0298 -0.0428
C -1.7914 -2.5770 0.2122 -0.0207 0.0444 0.0288
N -2.6224 -3.6334 -0.2915 -0.0194 -0.0024 0.0183
O -2.1449 -4.7457 -0.3960 0.0233 -0.0065 -0.0411
O -3.7546 -3.3165 -0.5903 -0.0094 -0.0027 0.0048
C 1.2941 -1.1062 1.4201 0.0115 0.0020 0.0067
H 5.7312 -5.5481 0.3672 0.0024 -0.0032 -0.0029
H 4.9249 -6.4523 -0.9196 -0.0042 -0.0032 -0.0019
H 4.4509 -6.6987 0.7680 -0.0024 -0.0013 -0.0002
H 4.0450 -4.1013 -0.8384 -0.0001 -0.0044 -0.0091
H 3.5894 -4.3335 0.8702 -0.0060 0.0022 0.0037
H 0.4069 -4.2867 -1.4694 -0.0223 -0.0193 0.0224
H 1.6942 -3.2047 -0.9119 0.0093 -0.0101 -0.0264
H 1.0360 -3.8050 1.5091 0.0148 0.0159 -0.0122
H -0.2788 -4.7550 0.8576 0.0158 0.0031 0.0138
H -3.1013 -0.8303 0.1197 -0.0086 -0.0068 0.0061
H 1.9342 -1.9818 1.4702 0.0032 -0.0027 -0.0031
H 1.2395 -0.6571 2.4112 0.0001 0.0004 0.0006
H 1.7406 -0.3790 0.7429 -0.0120 -0.0058 0.0081
```
Positions in Å, forces in eV/Å.

The calculation puts the frontier orbital gap (alpha / beta) at 6.10 / 6.10 eV. For the total energy, the calculation gives -159835.0259 eV. The calculation puts the LUMO energy (alpha / beta) at -4.455 / -4.456 eV. The charge is +1.

=====

3.
The following is a quantum chemistry calculation of a cluster of 3 separate species, C20H22F16NO2 in total, from the Open Molecules 2025 dataset.

```
61
Properties=species:S:1:pos:R:3:forces:R:3
C 0.0439 0.2226 -0.5458 -0.3437 2.5194 -0.3896
C -0.3411 1.5836 -0.5930 2.4528 -2.7303 1.2661
N -1.1888 2.2260 -1.6491 0.0810 -0.2224 0.7733
C -2.6236 2.3514 -1.2067 -2.4895 -0.3986 1.1448
C -3.4295 0.9782 -1.3506 -2.4575 -3.4106 -0.1599
C -3.0042 -0.2062 -2.2607 -2.2706 -0.1498 1.3417
C -3.7941 -1.5348 -2.4124 -1.2364 2.8726 2.4399
C -5.1031 -1.7468 -1.5730 2.6190 3.7184 -0.1356
C -5.5563 -0.5683 -0.6626 2.5696 0.0818 -1.8021
C -4.7634 0.7759 -0.5418 0.9666 -1.9705 -1.1501
C -5.3632 1.9350 0.4150 -0.2801 -0.3229 -1.7125
H 1.0826 0.0074 -0.0960 -2.2622 0.2000 0.1100
H -0.5440 -0.6576 -0.9608 1.0967 1.4969 -0.0817
H 0.0639 2.2874 0.2251 -0.5011 -0.8011 -1.9594
H -0.7893 3.1712 -1.8305 -0.3394 -0.7542 0.1948
H -1.0516 1.6847 -2.5198 -0.4686 0.2428 0.3851
H -2.5970 2.5933 -0.0765 0.1611 -0.2923 -1.8506
H -3.1760 3.2371 -1.7036 1.1524 -1.5138 0.4125
H -2.0470 -0.1087 -2.8752 -1.4557 -0.2559 0.8041
H -3.3828 -2.3206 -3.1342 -0.7798 1.2609 1.2972
H -5.6650 -2.7345 -1.6653 0.7903 1.7092 0.2796
H -6.5265 -0.6804 -0.0566 1.7614 0.2401 -1.0227
H -4.5651 2.6589 0.7873 -1.0843 -1.1650 -0.2914
H -6.0133 1.5195 1.2542 1.1935 0.4672 -1.0924
H -6.0710 2.5438 -0.2700 1.0903 -0.8161 1.1668
C 1.2189 -4.0511 0.9773 0.7719 0.3354 -0.2145
C 0.6184 -4.5246 2.3181 -0.2041 0.8333 -0.0850
C -0.0015 -5.9234 2.3210 -0.1648 -0.7786 0.5984
F -1.0353 -6.0343 1.4664 0.0439 0.1603 -0.0562
F -0.4923 -6.2164 3.5507 0.2611 0.3022 -0.0090
F -0.2692 -3.5972 2.7532 -0.0665 -0.2396 -0.0897
F 1.6358 -4.5241 3.2275 -0.0359 -0.3780 -0.2921
O 0.4000 -3.2029 0.1570 -1.1769 -0.8497 -0.1192
C -0.5311 -3.8311 -0.7016 1.8531 -0.2957 0.4304
C -1.9823 -3.4926 -0.3439 -0.7579 0.1021 0.3828
F -2.2845 -3.8530 0.9200 0.3111 0.1268 -0.1876
F -2.8463 -4.1541 -1.1521 0.4324 -0.0054 -0.2090
F -0.2907 -5.1533 -0.7348 -0.4995 0.2508 -0.2451
F -0.2576 -3.3712 -1.9469 -0.4721 0.2844 0.0664
H 2.0722 -3.4181 1.2383 -0.2652 0.0196 0.1139
H 1.6536 -4.8741 0.4022 -0.3362 -0.0237 0.1299
H 0.7433 -6.6834 2.0696 0.1229 0.1181 -0.0498
H -2.1683 -2.4202 -0.4427 0.1419 0.0328 -0.1073
C 3.2265 2.6384 0.0882 -0.1547 -0.7370 -0.2326
C 2.9678 3.8711 0.9804 0.6706 -0.7348 0.6748
C 3.5174 5.2032 0.4648 -0.0005 1.0021 0.0501
F 4.8538 5.1960 0.3348 -0.1532 -0.1692 0.0205
F 3.2254 6.1994 1.3369 -0.2954 -0.3255 0.0358
F 3.4177 3.6111 2.2281 -0.0569 0.2221 -0.3187
F 1.6069 4.0001 1.0910 -0.1314 0.1980 -0.4099
O 4.3380 1.8071 0.4381 0.5758 1.1787 -0.0870
C 5.6124 2.1900 -0.0444 -1.2851 -0.5139 -0.7928
C 6.5867 2.5493 1.0835 0.6423 0.1834 0.6851
F 6.1171 3.5590 1.8470 -0.2092 -0.2265 -0.1895
F 7.7728 2.9612 0.5779 -0.3232 -0.2283 -0.3188
F 5.4715 3.1730 -0.9542 0.4127 -0.0649 0.1645
F 6.0870 1.1223 -0.7230 0.1918 0.1571 0.4488
H 2.3590 1.9853 0.2194 0.1853 0.0965 0.2549
H 3.2235 2.8875 -0.9780 0.2098 0.2324 0.2000
H 3.0735 5.4642 -0.5002 -0.0769 -0.1396 -0.0469
H 6.7655 1.6892 1.7328 -0.1268 -0.1319 -0.1631
```
Positions in Å, forces in eV/Å.

The calculation puts the frontier orbital gap at 8.08 eV. For the total energy, the calculation gives -70148.7676 eV. The calculation puts the LUMO energy at -3.871 eV. The charge is +1.

=====

4.
The following is a quantum chemistry calculation of an isolated molecule of C20H22N2O4, from the Open Molecules 2025 dataset.

```
48
Properties=species:S:1:pos:R:3:forces:R:3
C -2.9321 1.3065 -2.3951 -0.1775 -0.1186 0.3547
C -4.0018 1.2117 -1.3104 -0.1181 0.1497 -0.5029
O -3.4526 0.8785 -0.0511 0.2026 -0.0819 0.3118
C -3.0531 -0.4082 0.1906 0.0246 -0.3702 0.2823
C -3.3311 -1.5002 -0.6197 -0.1818 0.3454 -0.1197
C -2.8964 -2.7636 -0.2575 0.0629 -0.0826 0.0645
C -2.1828 -2.9556 0.9089 0.0284 -0.1819 -0.0590
C -1.8999 -1.8676 1.7177 -0.0821 0.1199 -0.0496
C -2.3297 -0.5992 1.3768 -0.0760 0.1954 -0.0163
C -1.9818 0.5973 2.2239 -0.0561 -0.1130 -0.0041
N -1.1474 1.5371 1.4973 -0.4516 0.1330 0.0545
C 0.1924 1.4150 1.4856 0.1240 0.7463 -0.1314
O 0.8004 0.6171 2.1727 0.1758 -0.3310 0.1723
C 0.9183 2.4000 0.5709 0.0849 -0.3023 -0.0156
C 1.2033 1.7376 -0.7879 -0.1430 0.1623 -0.0637
N 1.6792 0.3788 -0.6200 0.0811 0.2231 -0.2222
C 0.7447 -0.6068 -0.6616 0.0211 -0.4708 -0.2516
O -0.3917 -0.4181 -1.0507 -0.0575 -0.0885 0.1128
C 1.2102 -1.9516 -0.1420 -0.5095 -0.0936 0.2862
O 2.5422 -2.2671 -0.4715 0.3164 0.1679 -0.2463
C 3.4248 -1.2458 -0.2620 0.2383 0.1131 0.1560
C 4.7578 -1.5663 -0.0574 -0.2670 0.0290 -0.0306
C 5.6931 -0.5667 0.1395 0.0155 0.0127 0.0124
C 5.2911 0.7561 0.1380 0.0610 0.0257 -0.0150
C 3.9644 1.0849 -0.0821 -0.0396 -0.0561 0.0150
C 3.0137 0.0941 -0.2939 0.2164 -0.3297 0.0285
H -2.3142 2.1881 -2.2384 0.0860 0.0709 -0.0048
H -2.2893 0.4300 -2.3576 0.0539 -0.0388 -0.0867
H -3.3959 1.3756 -3.3751 -0.0395 0.0360 -0.1284
H -4.4772 2.1852 -1.1532 -0.0052 -0.1916 -0.0448
H -4.7833 0.4971 -1.5930 0.0437 0.0757 0.0946
H -3.8713 -1.3838 -1.5455 -0.0468 0.0533 -0.0893
H -3.1155 -3.6006 -0.9043 -0.0232 -0.0604 -0.0512
H -1.8389 -3.9411 1.1844 0.0180 -0.0985 0.0253
H -1.3294 -1.9997 2.6253 0.0727 0.0176 0.1165
H -1.4205 0.2819 3.1053 -0.1531 0.0422 -0.0615
H -2.8898 1.1248 2.5293 0.1177 -0.0545 0.0546
H -1.6139 2.0289 0.7507 0.1694 0.0500 0.0263
H 1.8547 2.6602 1.0655 -0.1035 0.0134 0.0463
H 0.3278 3.3036 0.4203 0.0304 0.0473 -0.0089
H 0.2748 1.6600 -1.3605 0.2291 0.0730 0.0328
H 1.9283 2.3156 -1.3648 -0.0697 -0.0439 0.0304
H 1.0797 -1.9198 0.9525 0.0126 -0.0119 -0.1435
H 0.5782 -2.7413 -0.5516 0.0429 0.2108 0.0361
H 5.0368 -2.6077 -0.0575 0.0165 -0.1373 0.0100
H 6.7283 -0.8233 0.3017 0.0940 -0.0270 0.0179
H 6.0108 1.5435 0.3016 0.0545 0.0699 0.0123
H 3.6846 2.1250 -0.0942 -0.0934 0.1007 -0.0069
```
Positions in Å, forces in eV/Å.

The calculation puts the frontier orbital gap at 8.85 eV. As for the SMILES: CCOc1ccccc1CNC(=O)CCN1C(=O)COc2ccccc21. For the total energy, the calculation gives -32268.1757 eV. The calculation puts the LUMO energy at 0.716 eV. The charge is 0.

=====

5.
The following is a quantum chemistry calculation of a structure of composition C20H22N3NiO2S2, from the Open Molecules 2025 dataset.

```
50
Properties=species:S:1:pos:R:3:forces:R:3
Ni 0.3774 -0.0538 -0.4671 -0.1771 -0.0717 -0.2248
C -0.1900 2.7978 0.2319 0.0717 0.0164 -0.0413
N -0.1593 1.4727 0.8826 -0.0937 0.0140 0.1956
C -1.4908 1.0906 1.3727 0.0157 0.1669 0.1003
C -2.3510 0.5838 0.2392 -0.1517 -0.0267 -0.0879
N -1.8686 -0.7067 -0.2799 0.0695 -0.0144 0.0718
C -2.5583 -1.0207 -1.5384 0.0325 -0.0860 0.0276
C -2.0469 -1.7705 0.7016 0.0395 0.0123 -0.0116
C -3.3298 -2.2133 1.0047 0.0380 -0.0144 0.0329
C -3.5415 -3.2244 1.9286 -0.0153 0.0277 -0.0246
C -2.4395 -3.7918 2.5591 0.0356 -0.0043 0.0114
C -1.1620 -3.3544 2.2654 -0.0230 -0.0144 -0.0078
C -0.9214 -2.3358 1.3270 -0.0973 0.1642 -0.1411
S 0.7007 -1.8066 0.9808 0.0279 -0.2386 0.1830
C 0.8629 1.5160 1.9149 -0.2035 0.1305 0.0473
C 0.5516 1.9199 3.2046 -0.0376 -0.0639 0.0259
C 1.5421 2.0433 4.1680 -0.0257 0.0012 -0.0151
C 2.8576 1.7811 3.8099 0.0371 -0.0024 -0.0080
C 3.1662 1.3965 2.5170 0.0365 -0.0105 0.0229
C 2.1800 1.2496 1.5337 0.2585 -0.0083 0.0114
S 2.5765 0.7450 -0.0856 0.0651 0.0799 -0.2083
H -0.3877 3.5716 0.9835 -0.0298 -0.0071 -0.0145
H -0.9431 2.8280 -0.5490 -0.0422 -0.0145 -0.0558
H 0.7838 2.9739 -0.2238 0.0011 -0.0013 0.0107
H -2.0001 1.9467 1.8353 0.0234 -0.0139 0.0436
H -1.3664 0.3144 2.1291 0.0033 -0.0194 -0.0098
H -2.3475 1.2959 -0.5889 -0.0042 -0.0134 -0.0329
H -3.3866 0.4880 0.5969 -0.0136 0.0001 -0.0377
H -3.6337 -0.8093 -1.4800 -0.0064 -0.0494 0.0272
H -2.4218 -2.0766 -1.7646 0.0469 0.0135 -0.0265
H -2.1354 -0.4249 -2.3413 -0.0064 0.0795 -0.0048
H -4.1792 -1.7603 0.5059 -0.0099 0.0075 -0.0041
H -4.5454 -3.5621 2.1524 -0.0035 0.0026 -0.0006
H -2.5795 -4.5823 3.2875 0.0046 -0.0016 0.0007
H -0.3072 -3.7975 2.7612 0.0047 0.0039 -0.0054
H -0.4785 2.1329 3.4635 0.0100 0.0081 0.0334
H 1.2887 2.3400 5.1779 -0.0049 0.0007 0.0012
H 3.6491 1.8692 4.5451 0.0010 -0.0001 0.0021
H 4.1913 1.1800 2.2424 -0.0044 -0.0031 0.0001
O 1.2473 -0.9063 -2.7027 -0.1248 -0.0008 -0.0154
C 0.6588 0.0769 -3.1319 0.1771 0.0809 0.0848
C 0.7184 0.5928 -4.5608 -0.0473 -0.0187 -0.0229
C -0.3480 1.6801 -4.5660 0.0181 -0.0191 -0.0035
C -0.7803 1.7811 -3.0992 -0.1340 -0.0771 0.0404
O -1.6477 2.5563 -2.7191 0.0662 0.0188 0.0746
N -0.1281 0.8589 -2.3397 0.1577 -0.0532 -0.0573
H 0.5414 -0.2243 -5.2592 -0.0027 0.0013 -0.0077
H 1.7250 0.9720 -4.7426 -0.0065 -0.0065 0.0118
H -1.2251 1.4150 -5.1587 0.0006 0.0222 0.0061
H -0.0066 2.6563 -4.9080 0.0232 0.0029 0.0027
```
Positions in Å, forces in eV/Å.

The spin multiplicity is 3. The calculation puts the frontier orbital gap (alpha / beta) at 6.93 / 6.93 eV. For the total energy, the calculation gives -92381.0410 eV. The calculation puts the LUMO energy (alpha / beta) at 2.965 / 2.957 eV. The charge is -1.